(1)
ORCA calculation (wB97M-V/def2-TZVPD) on a cluster of 2 separate species, C33H67BClNO4 in total at a distorted geometry.

Structure (ORCA input):
```
! RIJCOSX wB97M-V def2-TZVPD def2/J DEFGRID3
* xyz 0 1
C 3.21 5.34 5.86
C 3.99 5.93 4.65
C 3.09 6.30 3.46
C 1.80 7.03 3.91
C 0.52 6.13 3.85
C -0.53 6.70 2.86
C -1.16 5.61 1.97
C -2.31 6.21 1.13
C -3.21 5.09 0.47
C -4.42 4.96 1.41
C -5.61 4.08 0.97
C -5.37 2.58 0.65
C -5.73 1.66 1.84
C -4.52 0.87 2.37
C -4.50 -0.50 1.67
C -3.51 -1.53 2.26
C -2.18 -1.31 1.57
O -1.03 -1.87 2.15
B -0.15 -1.95 0.95
C 1.31 -2.65 1.04
C 2.00 -2.33 -0.33
C 2.77 -1.00 -0.29
C 2.28 -0.02 -1.36
O 3.38 0.51 -2.12
C 3.05 1.41 -3.05
C 1.70 1.45 -3.75
O 3.84 2.17 -3.37
O -1.06 -2.56 -0.03
C -2.10 -1.61 0.01
Cl -3.49 -2.42 -0.80
H 3.89 4.70 6.40
H 2.90 6.17 6.50
H 2.35 4.76 5.53
H 4.58 6.77 4.99
H 4.67 5.14 4.33
H 3.63 6.95 2.78
H 2.84 5.40 2.91
H 1.94 7.41 4.92
H 1.64 7.85 3.21
H 0.08 6.11 4.85
H 0.79 5.09 3.64
H -0.10 7.47 2.22
H -1.34 7.11 3.45
H -1.57 4.78 2.55
H -0.41 5.22 1.28
H -1.97 6.92 0.39
H -2.97 6.71 1.84
H -3.47 5.46 -0.52
H -2.63 4.17 0.41
H -4.81 5.97 1.54
H -4.00 4.63 2.37
H -6.30 4.13 1.81
H -6.05 4.52 0.08
H -6.07 2.34 -0.15
H -4.37 2.37 0.28
H -6.20 2.23 2.64
H -6.45 0.91 1.50
H -4.63 0.72 3.45
H -3.59 1.41 2.20
H -4.30 -0.34 0.62
H -5.50 -0.93 1.78
H -3.48 -1.46 3.35
H -3.86 -2.52 1.96
H -1.97 -0.23 1.71
H 0.11 -0.76 0.69
H 1.96 -2.25 1.82
H 1.25 -3.75 1.11
H 1.19 -2.25 -1.06
H 2.62 -3.17 -0.67
H 2.58 -0.57 0.68
H 3.82 -1.23 -0.42
H 1.70 0.80 -0.93
H 1.63 -0.57 -2.05
H 1.83 0.96 -4.71
H 0.90 0.93 -3.24
H 1.43 2.49 -3.90
H -1.70 -0.79 -0.58
C -0.39 -4.43 -2.56
C 0.09 -5.58 -1.69
C 1.60 -5.60 -1.45
C 2.55 -5.51 -2.63
N 2.62 -6.70 -3.56
C 1.41 -6.87 -4.45
C 1.63 -5.90 -5.58
C 3.11 -6.06 -5.89
C 3.76 -6.45 -4.56
C 2.89 -7.95 -2.80
H 0.15 -4.34 -3.51
H -1.44 -4.55 -2.81
H -0.28 -3.48 -2.03
H -0.25 -6.54 -2.11
H -0.41 -5.50 -0.72
H 1.84 -6.47 -0.83
H 1.83 -4.73 -0.82
H 3.55 -5.40 -2.23
H 2.36 -4.63 -3.24
H 1.42 -7.90 -4.82
H 0.49 -6.71 -3.89
H 1.41 -4.87 -5.27
H 1.00 -6.11 -6.44
H 3.54 -5.15 -6.31
H 3.26 -6.85 -6.62
H 4.41 -5.68 -4.17
H 4.33 -7.38 -4.66
H 2.04 -8.17 -2.17
H 3.79 -7.80 -2.20
H 3.05 -8.76 -3.50
*
```

The highest occupied orbital energy is -0.256 Eh.

Löwdin population analysis, charges in e, atoms 1 to 99: -0.105 -0.255 -0.215 -0.195 -0.195 -0.205 -0.219 -0.213 -0.193 -0.221 -0.197 -0.186 -0.202 -0.203 -0.229 -0.147 -0.357 -0.002 -0.776 -0.088 -0.236 -0.151 -0.167 0.012 -0.609 0.017 0.152 -0.113 -0.621 0.626 0.064 0.064 0.066 0.100 0.091 0.098 0.102 0.093 0.088 0.101 0.096 0.102 0.107 0.110 0.115 0.105 0.088 0.103 0.098 0.102 0.113 0.094 0.100 0.098 0.099 0.096 0.095 0.105 0.101 0.077 0.107 0.116 0.095 0.136 0.132 0.091 0.082 0.076 0.074 0.105 0.113 0.131 0.105 0.090 0.063 0.088 0.106 -0.081 -0.231 -0.171 -0.113 -0.249 -0.090 -0.147 -0.137 -0.076 0.015 0.049 0.082 0.060 0.089 0.123 0.114 0.079 0.136 0.135 0.142 0.112 0.107

(2)
ORCA calculation (wB97M-V/def2-TZVPD) on a cluster of 3 separate species, C33H67FN3O4S2 in total at a distorted geometry.

Structure (ORCA input):
```
! RIJCOSX wB97M-V def2-TZVPD def2/J DEFGRID3
* xyz 1 1
C 3.61 -3.06 1.48
C 4.92 -2.10 1.14
C 4.57 -0.49 1.19
C 4.45 0.20 -0.33
C 3.08 -0.37 -1.09
C 2.11 0.93 -1.35
C 0.56 0.51 -1.80
C -0.12 -0.45 -0.65
N -1.54 -0.09 -0.26
C -1.62 1.09 0.66
C -1.70 0.73 2.26
C -1.06 -0.71 2.69
C -1.99 -2.02 2.32
C -3.60 -1.72 2.21
C -4.52 -3.04 1.90
C -3.71 -4.32 1.27
C -3.14 -5.39 2.40
C -2.46 -0.01 -1.45
S -2.85 1.36 -2.37
S -3.28 -1.64 -2.01
C -3.24 -1.66 -3.92
C -1.67 -1.50 -4.42
C -1.12 -2.85 -5.24
C -0.04 -3.57 -4.24
C -0.75 -4.25 -2.92
N 0.49 -4.76 -2.21
C 0.53 -5.47 -0.86
C -0.38 -6.83 -0.78
F -0.07 -7.48 0.54
C 1.77 -4.46 -2.99
N 1.46 -3.71 -4.28
H 3.01 -3.15 0.46
H 3.94 -4.18 1.75
H 2.88 -2.60 2.27
H 5.74 -2.40 1.95
H 5.33 -2.38 0.07
H 5.45 0.03 1.81
H 3.56 -0.25 1.75
H 4.42 1.37 -0.15
H 5.41 -0.06 -0.97
H 2.62 -1.16 -0.34
H 3.39 -0.92 -2.08
H 1.98 1.64 -0.41
H 2.52 1.58 -2.24
H 0.68 -0.15 -2.77
H 0.01 1.53 -1.98
H -0.15 -1.59 -1.02
H 0.65 -0.46 0.26
H -2.48 1.85 0.44
H -0.61 1.71 0.51
H -1.04 1.56 2.82
H -2.80 0.92 2.66
H -0.98 -0.70 3.88
H 0.03 -0.90 2.31
H -1.81 -2.90 3.09
H -1.61 -2.41 1.27
H -3.94 -1.28 3.25
H -3.83 -0.85 1.42
H -4.99 -3.38 2.94
H -5.36 -2.72 1.13
H -2.85 -4.03 0.50
H -4.50 -4.93 0.62
H -3.31 -5.04 3.51
H -3.76 -6.40 2.28
H -1.99 -5.65 2.26
H -3.73 -2.64 -4.37
H -3.80 -0.67 -4.31
H -1.47 -0.52 -5.04
H -1.03 -1.39 -3.42
H -0.63 -2.49 -6.24
H -2.00 -3.58 -5.53
H -1.89 -4.30 -2.66
H 0.10 -4.71 -0.06
H 1.66 -5.72 -0.66
H -1.54 -6.56 -0.86
H -0.10 -7.64 -1.61
H 2.88 -4.70 -2.71
H 2.08 -3.32 -5.03
C -4.23 6.35 1.18
O -3.64 5.18 0.63
C -4.55 4.47 -0.21
C -4.27 4.74 -1.70
O -4.54 6.10 -2.04
C -3.36 6.89 -2.12
H -3.43 6.97 1.60
H -4.76 6.94 0.43
H -4.92 6.08 1.98
H -5.59 4.71 0.04
H -4.40 3.40 -0.02
H -4.93 4.12 -2.30
H -3.23 4.47 -1.95
H -2.82 6.64 -3.05
H -2.70 6.73 -1.26
H -3.65 7.94 -2.15
C 6.56 3.79 1.71
O 5.18 3.43 1.69
C 4.68 3.13 2.99
C 3.88 4.31 3.56
O 4.72 5.44 3.81
C 4.61 6.43 2.79
H 6.82 4.23 0.74
H 6.78 4.52 2.50
H 7.17 2.89 1.86
H 5.49 2.85 3.67
H 4.01 2.27 2.89
H 3.45 4.01 4.52
H 3.05 4.58 2.89
H 3.66 6.96 2.91
H 4.67 5.99 1.79
H 5.43 7.14 2.91
*
```

The highest occupied orbital energy is -0.389 Eh.

Löwdin population analysis, charges in e, atoms 1 to 99: -0.155 -0.249 -0.220 -0.197 -0.204 -0.206 -0.190 -0.200 -0.206 -0.192 -0.178 -0.204 -0.216 -0.214 -0.210 -0.278 -0.149 -0.923 0.669 0.736 -0.454 -0.244 -0.132 -0.086 0.090 -0.094 -0.128 -0.098 -0.132 0.062 0.106 0.040 0.084 0.076 0.112 0.109 0.114 0.110 0.105 0.112 0.079 0.105 0.122 0.123 0.099 0.097 0.118 0.118 0.106 0.133 0.123 0.116 0.121 0.093 0.121 0.080 0.119 0.108 0.121 0.116 0.071 0.106 0.078 0.082 0.068 0.095 0.079 0.124 0.062 0.119 0.127 0.137 0.154 0.148 0.136 0.147 0.162 0.169 -0.108 -0.201 -0.194 -0.214 -0.192 -0.108 0.090 0.085 0.089 0.128 0.101 0.118 0.101 0.086 0.083 0.092 -0.105 -0.217 -0.198 -0.193 -0.193

(3)
ORCA calculation (wB97M-V/def2-TZVPD) on a cluster of 4 separate species, C33H68NO17P3 in total at a distorted geometry.

Structure (ORCA input):
```
! RIJCOSX wB97M-V def2-TZVPD def2/J DEFGRID3
* xyz 0 1
O 3.03 9.09 -2.13
C 2.60 8.05 -2.59
C 1.73 7.11 -1.74
C 1.90 5.62 -2.08
C 3.15 4.99 -1.35
O 4.16 4.78 -2.34
C 4.89 3.57 -2.15
C 4.42 2.52 -3.18
C 2.88 2.31 -3.18
C 2.51 0.87 -3.59
O 1.08 0.74 -3.47
N 0.63 4.86 -1.81
C -0.20 5.03 -2.98
O -0.06 3.91 -3.85
O -0.64 4.37 -5.06
C 2.92 7.69 -4.05
C 1.91 7.83 -4.99
C 2.17 7.46 -6.31
C 3.44 6.98 -6.61
C 4.45 6.87 -5.67
C 4.19 7.22 -4.35
H 1.91 7.34 -0.68
H 0.68 7.39 -1.93
H 2.10 5.43 -3.15
H 3.55 5.75 -0.66
H 2.86 4.08 -0.80
H 5.95 3.79 -2.40
H 4.89 3.20 -1.11
H 4.96 1.58 -2.99
H 4.70 2.82 -4.20
H 2.56 2.44 -2.13
H 2.38 3.00 -3.86
H 2.98 0.20 -2.85
H 2.84 0.68 -4.62
H 0.76 1.52 -2.99
H 0.17 5.26 -1.00
H 0.03 5.94 -3.56
H -1.26 5.15 -2.66
H -0.57 3.64 -5.68
H 0.93 8.19 -4.65
H 1.38 7.55 -7.05
H 3.68 6.66 -7.63
H 5.44 6.50 -5.93
H 4.92 7.14 -3.54
C 0.55 -2.37 -2.92
C 0.07 -3.66 -2.27
O -1.23 -3.51 -1.70
P -2.59 -3.88 -2.57
O -2.21 -5.15 -3.25
O -3.57 -4.45 -1.39
C -4.05 -5.80 -1.43
C -3.10 -6.74 -0.72
O -3.28 -2.42 -2.30
C -2.69 -1.18 -2.69
C -2.60 -1.03 -4.20
H -0.08 -2.10 -3.76
H 1.57 -2.49 -3.28
H 0.55 -1.55 -2.20
H 0.10 -4.48 -2.99
H 0.73 -3.92 -1.45
H -4.23 -6.11 -2.46
H -5.01 -5.81 -0.92
H -2.05 -6.57 -0.99
H -3.35 -7.78 -0.95
H -3.16 -6.61 0.36
H -1.73 -1.05 -2.21
H -3.33 -0.40 -2.30
H -2.16 -1.91 -4.67
H -2.00 -0.15 -4.45
H -3.60 -0.89 -4.63
C 4.25 7.45 4.73
C 3.90 6.33 3.77
O 2.90 5.46 4.29
P 1.30 5.71 3.98
O 1.31 6.06 2.53
O 0.76 4.17 3.90
C 0.19 3.67 2.70
C 1.25 3.05 1.81
O 0.87 5.68 5.56
C 1.38 6.59 6.53
C 0.94 8.02 6.29
H 3.40 8.11 4.90
H 5.07 8.06 4.33
H 4.58 7.05 5.70
H 3.61 6.74 2.81
H 4.79 5.72 3.60
H -0.37 4.45 2.18
H -0.54 2.90 2.98
H 2.14 3.68 1.73
H 0.86 2.88 0.80
H 1.58 2.09 2.21
H 2.47 6.49 6.61
H 0.99 6.26 7.49
H 1.11 8.32 5.25
H 1.48 8.70 6.95
H -0.12 8.13 6.49
C -5.62 -12.50 5.48
C -4.15 -12.26 5.18
O -3.94 -11.61 3.94
P -3.82 -9.95 3.83
O -2.87 -9.77 4.98
O -2.71 -9.83 2.62
C -1.44 -9.22 2.87
C -0.43 -10.25 3.35
O -4.94 -9.96 2.62
C -6.26 -10.45 2.77
C -7.10 -9.61 3.72
H -6.15 -11.55 5.59
H -5.73 -13.06 6.41
H -6.09 -13.07 4.68
H -3.68 -11.72 6.00
H -3.64 -13.23 5.12
H -1.54 -8.40 3.59
H -1.09 -8.79 1.93
H -0.85 -10.92 4.10
H 0.45 -9.76 3.76
H -0.12 -10.89 2.51
H -6.25 -11.50 3.05
H -6.72 -10.41 1.78
H -6.57 -9.43 4.66
H -8.05 -10.11 3.93
H -7.32 -8.64 3.28
*
```

The SMILES is O=C(C[C@@H](COCCCCO)NCOO)c1ccccc1.CCOP(=O)(OCC)OCC.CCOP(=O)(OCC)OCC.CCOP(=O)(OCC)OCC. The highest occupied orbital energy is -0.341 Eh.

Löwdin population analysis, charges in e, atoms 1 to 99: 0.102 -0.322 -0.054 -0.268 -0.138 -0.161 -0.213 -0.161 -0.184 -0.246 -0.098 0.025 -0.266 -0.141 -0.029 -0.178 -0.038 -0.074 -0.095 -0.068 -0.027 0.127 0.129 0.135 0.128 0.102 0.120 0.126 0.115 0.116 0.109 0.112 0.116 0.123 0.062 0.113 0.112 0.137 0.106 0.122 0.107 0.104 0.107 0.123 -0.085 -0.284 -0.202 0.589 -0.238 -0.212 -0.290 -0.075 -0.186 -0.274 -0.075 0.061 0.082 0.069 0.105 0.118 0.102 0.114 0.071 0.078 0.072 0.100 0.124 0.068 0.080 0.079 -0.076 -0.285 -0.201 0.593 -0.250 -0.206 -0.287 -0.077 -0.182 -0.276 -0.078 0.059 0.082 0.078 0.102 0.119 0.099 0.117 0.064 0.068 0.077 0.099 0.125 0.067 0.085 0.081 -0.081 -0.293 -0.221

(4)
ORCA calculation (wB97M-V/def2-TZVPD) on a structure of composition C33H70HgN7O4P3.

Structure (ORCA input):
```
! RIJCOSX wB97M-V def2-TZVPD def2/J DEFGRID3
* xyz -1 2
Hg 0.51 -0.13 0.75
C 0.60 -1.34 4.64
N 0.48 0.04 5.14
C 1.73 0.55 5.68
P -0.51 1.02 4.23
O -0.97 0.36 3.00
O 0.28 2.41 4.13
P 1.37 2.97 2.99
O 1.93 1.81 2.27
N 2.49 3.71 4.01
C 3.87 3.42 3.66
C 2.30 3.94 5.42
N 0.73 4.18 2.15
C -0.07 3.90 0.91
C 0.31 5.36 2.90
N -1.81 1.44 5.19
C -1.51 2.07 6.46
C -2.91 2.07 4.47
H 1.03 -1.95 5.43
H 1.24 -1.40 3.76
H -0.38 -1.73 4.39
H 2.12 -0.18 6.39
H 1.55 1.48 6.21
H 2.48 0.72 4.90
H 4.01 3.47 2.58
H 4.19 2.42 3.99
H 4.52 4.16 4.13
H 1.27 4.25 5.63
H 2.96 4.75 5.75
H 2.53 3.07 6.04
H -0.29 2.20 0.36
H 0.03 4.81 0.30
H -1.13 3.84 1.22
H 1.07 5.68 3.62
H -0.64 5.20 3.42
H 0.16 6.16 2.17
H -0.78 1.47 7.01
H -2.42 2.13 7.06
H -1.11 3.09 6.34
H -3.15 1.48 3.59
H -2.67 3.09 4.14
H -3.78 2.11 5.13
O -0.77 1.30 0.28
N 3.20 -1.83 1.02
C 2.22 -1.22 0.93
C -2.32 -4.40 1.54
C -1.76 -2.97 1.47
N -0.41 -2.96 0.92
C 0.46 -3.78 1.75
C -0.06 -5.23 1.83
N -1.29 -5.32 1.00
C -0.97 -4.97 -0.40
C -0.44 -3.52 -0.43
H -3.21 -4.55 0.93
H -2.54 -4.74 2.55
H -1.73 -2.50 2.46
H -2.39 -2.34 0.85
H 0.52 -3.34 2.75
H 1.47 -3.75 1.33
H -0.33 -5.55 2.83
H 0.64 -5.96 1.42
H -1.68 -6.35 1.04
H -1.89 -5.10 -0.98
H -0.25 -5.71 -0.76
H -1.07 -2.89 -1.05
H 0.57 -3.47 -0.84
C 0.40 -2.88 -6.47
C -0.82 -3.21 -5.59
C -0.65 -2.66 -4.17
C 0.14 -1.35 -4.19
C 1.59 -1.66 -4.62
C 1.66 -2.84 -5.61
P 0.11 -0.48 -2.56
C 1.15 1.04 -2.76
C 2.61 0.79 -2.39
C 3.30 2.13 -2.09
C 2.92 3.22 -3.11
C 2.34 2.60 -4.38
C 1.03 1.86 -4.06
C -1.59 0.29 -2.48
C -2.58 -0.61 -1.73
C -3.98 -0.02 -1.83
C -4.49 -0.10 -3.28
C -3.34 0.00 -4.29
C -2.22 0.88 -3.76
H 0.27 -1.90 -6.94
H 0.49 -3.61 -7.28
H -0.97 -4.29 -5.55
H -1.72 -2.79 -6.05
H -0.11 -3.38 -3.55
H -1.63 -2.53 -3.70
H -0.31 -0.70 -4.96
H 2.19 -1.89 -3.73
H 2.03 -0.77 -5.07
H 1.74 -3.78 -5.06
H 2.56 -2.76 -6.22
H 0.74 1.64 -1.93
H 3.13 0.26 -3.19
H 2.68 0.15 -1.51
H 4.39 1.98 -2.08
H 3.02 2.45 -1.09
H 3.79 3.84 -3.35
H 2.17 3.89 -2.68
H 3.07 1.90 -4.81
H 2.15 3.35 -5.15
H 0.75 1.24 -4.91
H 0.24 2.61 -3.94
H -1.38 1.09 -1.77
H -2.26 -0.66 -0.69
H -2.60 -1.64 -2.12
H -3.93 1.02 -1.50
H -4.68 -0.53 -1.16
H -5.22 0.69 -3.46
H -5.03 -1.05 -3.43
H -3.71 0.38 -5.25
H -2.94 -1.00 -4.50
H -2.62 1.87 -3.53
H -1.47 1.04 -4.54
*
```

The highest occupied orbital energy (alpha / beta) is -0.050 / -0.123 Eh. For the energy relative to the best compared isomer or geometry (same formula, charge and spin), the calculation gives 0.00 kcal per mole.

Löwdin population analysis, charges in e, atoms 1 to 99: 1.108 -0.116 -0.273 -0.112 0.468 -0.318 -0.283 0.489 -0.330 -0.301 -0.118 -0.137 -0.352 -0.197 -0.139 -0.300 -0.124 -0.107 0.084 0.064 0.066 0.086 0.047 0.086 0.080 0.077 0.077 0.071 0.082 0.057 -0.106 -0.009 0.005 0.057 0.070 0.071 0.072 0.079 0.077 0.078 0.083 0.078 -0.561 -0.024 -0.464 -0.175 -0.138 -0.183 -0.160 -0.170 -0.158 -0.175 -0.167 0.094 0.094 0.110 0.111 0.101 0.091 0.094 0.097 0.011 0.094 0.095 0.074 0.116 -0.209 -0.191 -0.222 -0.466 -0.207 -0.201 1.086 -0.446 -0.233 -0.181 -0.195 -0.213 -0.198 -0.441 -0.240 -0.191 -0.197 -0.200 -0.190 0.109 0.102 0.105 0.101 0.105 0.078 0.096 0.105 0.102 0.109 0.104 0.094 0.094 0.068